The following is a DFT calculation (wB97M-V/def2-TZVPD) of a structure of composition C50H39Cl5NNiOP2.

The value obtained for the HOMO energy (spin up / spin down) is -4.6 / -4.6 eV. As for the gap between HOMO and LUMO (spin up / spin down): 6.886 / 6.886 eV. As for the total charge: -1. The calculation puts the molar mass at 967.774 u. As for the spin multiplicity: 1.

```
99
Properties=species:S:1:pos:R:3:forces:R:3
H -3.8718 4.0996 -1.5358 0.009 -0.002 -0.003
C 1.9640 1.6184 4.8577 0.006 0.017 -0.044
H 1.2070 4.9848 2.3337 0.007 -0.007 -0.003
Cl 7.0794 1.9218 -2.1183 -0.010 -0.022 -0.009
C 0.4983 0.7074 3.0269 0.055 -0.169 0.043
H 5.2185 -6.3717 -0.3349 -0.004 -0.001 0.003
C -3.5605 4.5124 2.2886 0.002 0.007 -0.021
H -3.4712 4.6246 3.3616 0.001 0.000 0.000
C 1.2381 4.4770 1.3758 -0.023 -0.033 -0.006
Cl 5.1685 2.4675 -4.5242 0.008 0.003 -0.012
C -1.1808 -2.1551 -0.3558 -0.059 0.150 0.099
C 4.9549 0.5970 -0.9975 -0.040 0.003 -0.074
C -2.0065 1.4422 -3.2517 -0.030 -0.001 0.015
H 3.3211 2.4217 6.3091 -0.001 0.001 -0.002
C 1.2681 3.1536 -1.0479 -0.029 0.022 0.071
H -1.2849 -3.5753 1.8058 0.015 0.001 -0.001
C -1.6752 1.7277 -4.5674 0.014 -0.003 0.000
C -3.4082 -1.9030 -0.5513 -0.098 0.006 0.017
Ni -0.2711 0.8128 -0.1302 -0.660 0.644 0.069
H -2.4655 -3.9308 -0.4529 0.002 -0.006 -0.023
C -2.7983 -0.6696 -0.5009 0.099 -0.073 -0.057
H -0.8499 1.7133 4.3849 0.002 -0.001 -0.007
C -1.2030 2.9868 -4.9105 -0.010 0.001 0.010
C 1.9253 5.0365 0.3088 0.006 0.003 0.001
C 2.8677 0.4580 -1.9580 -0.094 0.212 -0.233
H -4.4682 -2.0847 -0.6521 0.003 -0.008 0.008
C 3.2041 2.0509 5.2983 0.002 0.020 0.016
C 0.6379 -2.9701 2.5527 0.006 0.028 0.012
Cl 6.1035 0.1722 0.2930 0.006 0.016 0.019
P -2.1202 1.9371 -0.5249 0.548 -0.374 -0.424
H 3.5131 -6.8768 1.3877 0.003 0.004 0.003
H 5.2468 -4.1385 -1.4106 -0.009 0.003 -0.004
H 1.8422 -5.1869 2.0102 -0.010 0.007 0.015
C 0.9448 -3.2629 4.9408 -0.002 0.051 -0.008
C 0.5884 3.2581 1.2204 0.071 -0.013 0.022
C -1.8761 2.4199 -2.2658 -0.109 0.016 0.039
C -1.1290 -3.8984 3.9164 0.014 -0.011 0.019
H 1.5728 -3.1681 5.8189 -0.006 0.000 -0.004
Cl 1.1131 -0.0157 -1.9439 0.220 -0.130 0.102
C 4.1536 1.5226 3.1456 0.005 -0.038 0.022
C 1.9308 4.3676 -0.9067 0.008 -0.004 -0.011
H 2.4436 5.9814 0.4212 0.001 -0.007 -0.002
H -1.5956 0.5041 3.2952 0.004 -0.005 0.002
C 4.4815 -5.6257 -0.0626 0.008 0.040 -0.018
H -0.0066 -3.9016 -0.2202 -0.044 0.015 -0.042
C 1.8147 1.1426 3.5555 0.069 -0.024 0.054
C -3.4460 0.6783 -0.5603 0.045 -0.001 0.090
C 3.5274 -5.9065 0.9048 -0.033 -0.011 0.009
C -0.6453 -3.4979 2.6753 -0.018 0.031 0.008
H -1.2332 4.4304 -1.8503 -0.022 -0.006 -0.007
C 2.5831 -3.6946 0.6505 0.115 -0.008 0.049
C -4.4830 5.2170 0.1866 -0.001 0.009 0.001
H -0.7130 -4.1148 6.0126 -0.003 0.002 0.002
O 0.4095 0.3272 1.8774 -0.140 -0.042 -0.012
C 2.9174 1.0827 2.7003 -0.075 -0.084 0.008
C -0.7269 0.7392 3.9075 0.007 -0.060 -0.021
C -1.3873 3.6770 -2.6139 -0.027 0.023 0.008
H -2.2288 2.8349 2.2081 0.024 0.019 -0.026
C 5.4491 1.3241 -2.0744 0.065 0.015 0.004
C -1.0592 3.9598 -3.9316 0.003 -0.007 -0.008
C 3.6525 0.1752 -0.8869 -0.073 -0.175 0.202
H -4.9163 6.1610 2.0643 -0.001 -0.003 0.001
H -0.6372 -0.0131 4.6941 0.023 -0.011 0.026
C -2.3734 -2.8541 -0.4439 0.109 0.024 -0.108
H 1.1154 1.6537 5.5294 0.002 0.000 -0.006
H 3.6020 -2.4262 -0.7465 -0.024 0.051 -0.001
H 1.2590 2.6993 -2.0277 0.020 -0.119 -0.066
H 5.2628 2.3524 4.7823 0.001 0.004 -0.005
C 3.5590 -3.4178 -0.3085 0.040 0.049 0.004
H -5.1195 5.8810 -0.3847 0.001 0.000 0.002
C -3.7797 4.2133 -0.4631 0.022 0.008 -0.002
C 3.2854 1.1242 -3.1079 -0.082 0.045 -0.020
P 1.3904 -2.3386 1.0034 -0.009 0.001 -0.072
C 4.2945 2.0098 4.4382 -0.012 -0.002 0.034
C -2.8563 3.5102 1.6381 0.036 -0.045 0.020
H -4.0588 0.8242 -1.4545 -0.042 -0.025 0.018
C 2.5839 -4.9498 1.2571 -0.041 -0.019 -0.050
H -4.0900 0.8531 0.3066 0.023 0.058 0.009
H 2.7955 0.6760 1.6998 0.046 0.062 -0.023
H 2.4520 4.7889 -1.7598 0.000 0.001 0.010
N -1.4328 -0.8007 -0.3740 0.122 -0.065 0.054
C 0.1629 -2.8240 -0.3076 -0.042 0.005 0.114
H 2.4086 -2.4084 3.6284 0.008 0.005 0.006
H 5.0064 1.4714 2.4829 -0.008 0.005 -0.027
H -0.6676 4.9363 -4.1877 -0.001 -0.001 0.000
H -0.9280 3.2030 -5.9352 -0.003 0.002 0.001
H -2.1328 -4.2991 3.9932 -0.001 -0.002 -0.002
H -2.3347 0.4434 -2.9838 0.011 0.004 -0.009
C 0.6023 2.5415 0.0193 -0.156 -0.124 0.024
C 1.4155 -2.8399 3.7075 -0.006 -0.017 0.025
C 4.4935 -4.3767 -0.6695 0.019 -0.057 0.018
C -2.9528 3.3548 0.2577 0.125 0.008 0.100
H -1.7648 0.9554 -5.3207 -0.001 0.004 0.001
C -4.3714 5.3719 1.5613 0.007 -0.009 -0.006
H 0.0684 2.8543 2.0827 -0.029 0.090 -0.058
C 4.5984 1.5828 -3.1511 -0.002 0.004 0.004
C -0.3360 -3.7924 5.0497 -0.010 0.002 -0.018
Cl 2.2250 1.4277 -4.4522 0.021 0.007 0.035
H 0.7143 -2.6743 -1.2400 0.017 0.017 0.009
```
Forces are in eV/Å.

Results of the Löwdin charge analysis, in e, for atoms 1 through 5:
1 H 0.11
2 C -0.04
3 H 0.10
4 Cl 0.62
5 C -0.40